1.
Here is the molecule C22H24F2N4O at a distorted geometry from the OMol25 dataset. Energies are from ωB97M-V/def2-TZVPD.

- HOMO: -8.01 eV
- LUMO level: -0.974 eV
- SMILES: OCC[C@H]1CN(Cc2cccc3nccnc23)CCN1Cc1ccc(F)c(F)c1

ORCA input file:
```
! RIJCOSX wB97M-V def2-TZVPD def2/J DEFGRID3
* xyz 0 1
O -1.20517 -4.08640 -0.48040
C -0.68486 -2.85660 -1.09100
H -0.29928 -2.88131 -2.14048
C 0.28094 -2.21100 -0.24384
H -0.14557 -2.23580 0.63827
H 1.04471 -2.92287 -0.12176
C 0.56683 -0.92723 -0.58624
N 1.86848 -0.26417 -0.30280
C 1.72040 0.00737 1.14559
C 0.65958 0.90033 1.49395
N -0.66004 0.60960 0.95828
C -0.53176 0.34458 -0.59249
H -0.10348 1.01597 -1.08002
H -1.35119 0.01750 -0.89360
C -1.77545 1.20647 1.12716
C -3.10186 0.48531 0.98238
C -3.17296 -0.98362 1.15525
C -4.41569 -1.54702 0.79944
C -5.29154 -0.71876 0.03048
C -5.29232 0.59813 -0.05085
N -6.31488 1.21028 -0.86874
C -6.21404 2.58200 -0.85534
C -4.91269 3.27090 -0.60040
N -3.98120 2.59629 0.11088
C -4.06939 1.40116 -0.03587
H -4.68703 4.23197 -0.87730
H -6.89977 2.82351 -1.49810
H -6.26993 -1.15580 -0.23996
H -4.54289 -2.58685 1.03108
H -2.38486 -1.40723 1.66498
H -1.72430 2.32044 0.71710
H -1.80790 1.35573 2.21247
H 0.89942 1.97002 1.08521
H 0.47020 0.94300 2.55896
H 1.58497 -1.00825 1.82450
H 2.75021 0.64164 1.61316
C 3.11769 -1.01876 -0.67741
C 4.29986 -0.11144 -0.14995
C 5.49301 -0.57158 0.07634
C 6.49970 0.34341 0.21252
C 6.60023 1.46054 -0.13294
C 5.17598 2.10077 -0.52644
C 4.11776 1.15086 -0.79776
H 3.21944 1.42122 -1.16012
H 5.15340 3.11955 -1.15137
F 7.74790 2.28335 -0.24511
F 7.86348 -0.37950 0.62317
H 5.74647 -1.78457 0.42878
H 3.26952 -1.81266 0.03980
H 2.86948 -1.31531 -1.48766
H 0.84074 -0.82721 -1.88463
H -1.71940 -2.19569 -1.17813
H -0.30088 -4.60227 -0.57897
*
```

=====

2.
Here is the molecule C22H24N2O at a distorted geometry from the OMol25 dataset. Energies are from ωB97M-V/def2-TZVPD.

- HOMO: -7.49 eV
- LUMO level: 0.787 eV
- SMILES: CN(CCc1ccccc1)c1cc2c(c3c1ccn3C)[C@@H]1CC[C@H]2O1
- ΔE to the lowest compared entry with this formula, charge and spin: 471.2 kJ/mol

ORCA input file:
```
! RIJCOSX wB97M-V def2-TZVPD def2/J DEFGRID3
* xyz 0 1
O -2.37489 -1.94806 -0.98880
C 2.66213 0.48990 -1.61024
C 2.13804 0.95717 -2.77284
C 0.34456 4.45013 3.06282
C -0.37785 3.26990 2.78845
C 1.72997 4.32824 3.24179
C 0.31350 2.01134 2.86152
C 2.39441 3.14929 3.07765
C 0.31687 -0.94900 1.07082
C 1.49980 -0.02982 -0.75262
C 0.36540 0.08405 -1.61101
C 1.52454 -0.68064 0.50960
C 1.72452 1.96275 2.93943
C -0.77004 -1.03362 0.18357
C -0.76358 -0.44179 -1.03511
N 0.73318 0.79175 -2.80463
N 2.72131 -0.88564 1.18325
C -0.21114 1.01421 -3.93224
C 3.18789 -2.20880 1.63765
C 2.47364 0.71086 3.17530
C -2.08131 -1.69875 0.36353
C -2.14661 -0.65389 -1.59373
C 3.26582 0.23199 1.90851
C -3.18930 -0.59223 0.64616
C -3.01525 0.28984 -0.65560
H 3.72640 0.53715 -1.32312
H 2.59981 1.43711 -3.68007
H -0.23082 5.27184 3.42704
H -1.38475 3.31146 2.37208
H 2.27944 5.20226 3.56459
H -0.25211 1.09440 2.74113
H 3.38407 2.97364 3.32381
H 0.16200 -1.36127 2.07161
H -1.21073 1.18247 -3.61890
H -0.03790 1.86173 -4.60884
H -0.18955 0.14495 -4.46737
H 3.09305 -2.35359 2.71300
H 4.20100 -2.37419 1.40752
H 2.58095 -2.97186 1.22381
H 1.82163 -0.15655 3.48142
H 3.20375 0.91666 3.96140
H -2.11181 -2.60329 1.08974
H -2.24582 -0.50025 -2.72555
H 4.32067 0.08836 2.25555
H 3.40700 1.06615 1.27008
H -4.22029 -1.01326 0.57290
H -2.99493 -0.08678 1.69043
H -2.50329 1.27266 -0.52110
H -3.93370 0.37069 -1.18464
*
```

=====

3.
Here is a structure of composition C22H24N3O11V at a distorted geometry from the OMol25 dataset. Energies are from ωB97M-V/def2-TZVPD.

- HOMO: -0.50 eV
- LUMO level: 1.649 eV
- ΔE to the lowest compared entry with this formula, charge and spin: 962.1 kJ/mol

ORCA input file:
```
! RIJCOSX wB97M-V def2-TZVPD def2/J DEFGRID3
* xyz -2 1
O -2.95192 0.60396 1.54337
V -2.53906 0.09112 2.97516
O -1.81055 1.24130 3.76240
O 0.23232 -6.21138 6.79788
C 1.19966 -5.54757 5.94917
C 0.75338 -4.96913 4.51865
O -0.52871 -4.36046 4.36423
H 2.11924 -6.12930 5.88544
H 1.51024 -4.67747 6.52757
H 0.73700 -5.77980 3.79019
H 1.53818 -4.35377 4.07872
C -8.64835 0.56768 4.10350
C -7.32467 0.65238 4.99576
O -6.50412 -0.47928 5.03287
H -9.12554 -0.36698 4.39812
H -8.43958 0.57339 3.03370
H -9.46451 1.27014 4.27241
H -7.61731 0.76648 6.03953
H -6.79707 1.55920 4.70008
C 3.72530 3.63272 5.90922
C 4.14928 3.75017 4.57654
C 5.47936 3.62258 4.21633
C 6.46318 3.26828 5.15752
C 5.93947 3.02246 6.41571
C 4.62671 3.11023 6.79053
N 7.88039 3.18675 4.89240
O 8.39290 4.05060 4.10660
O 8.48811 2.30729 5.48237
H 2.71002 3.76966 6.25106
H 3.38762 3.88504 3.82281
H 5.87710 3.66379 3.21308
H 6.58539 2.98336 7.28038
H 4.32894 2.71420 7.75016
C 1.08133 -4.11782 -5.60662
C 0.49483 -4.07267 -4.33218
C 0.69828 -3.03120 -3.47975
C 1.30749 -1.94295 -4.02731
C 1.78190 -1.81279 -5.38407
C 1.77132 -3.01482 -6.08999
N 1.61959 -0.81267 -3.06590
O 2.25853 0.14875 -3.55993
O 1.08802 -0.77423 -1.95033
H 0.84827 -4.95305 -6.25042
H 0.02268 -4.89750 -3.81921
H 0.16327 -3.02198 -2.54163
H 2.22831 -0.96915 -5.88941
H 2.11094 -2.98503 -7.11476
C -1.11581 3.16482 -6.45224
C -1.07495 2.86330 -7.80692
C -1.93413 1.84785 -8.33484
C -2.82426 1.16589 -7.42546
C -2.84985 1.45510 -6.03678
C -2.04852 2.50944 -5.58733
N -3.65634 0.05806 -7.89705
O -3.41943 -0.42132 -8.98741
O -4.62894 -0.27697 -7.26125
H -0.42548 3.89222 -6.05133
H -0.37043 3.39610 -8.42833
H -1.89857 1.65531 -9.39694
H -3.45197 0.89492 -5.33676
H -2.14847 2.63475 -4.51929
*
```

=====

4.
Here is the molecule C22H24N4O2S from the OMol25 dataset. Energies are from ωB97M-V/def2-TZVPD.

- HOMO: -8.69 eV
- LUMO level: 0.338 eV
- SMILES: C[C@H](Sc1nc(=O)cc(N)n1CCc1ccccc1)C(=O)NCc1ccccc1
- ΔE to the lowest compared entry with this formula, charge and spin: 0.0 kJ/mol

ORCA input file:
```
! RIJCOSX wB97M-V def2-TZVPD def2/J DEFGRID3
* xyz 0 1
C 0.62147 2.75157 -2.84014
C 0.32708 2.84782 -1.35267
H 0.47383 3.87915 -1.01150
C -1.12143 2.49750 -0.97786
O -1.77993 3.28035 -0.31965
N -1.58896 1.36445 -1.50830
H -0.92791 0.69152 -1.89238
C -2.98333 0.98634 -1.40575
C -3.20474 -0.23830 -0.55710
C -3.94912 -0.16420 0.61228
C -4.17011 -1.29699 1.37759
C -3.64169 -2.51437 0.98217
C -2.89283 -2.59327 -0.18111
C -2.67789 -1.46332 -0.95077
H -2.09869 -1.53587 -1.85950
H -2.47823 -3.54019 -0.49518
H -3.81306 -3.39868 1.57909
H -4.75340 -1.22951 2.28461
H -4.36022 0.78560 0.92280
H -3.51424 1.84332 -0.98394
H -3.35522 0.79388 -2.41969
S 1.59121 2.00062 -0.33123
C 1.65904 0.33586 -0.88686
N 0.78254 -0.06260 -1.72582
C 0.78186 -1.35620 -2.24575
O -0.10650 -1.69607 -3.00439
C 1.86997 -2.18530 -1.79822
C 2.77385 -1.72808 -0.89149
N 3.84467 -2.49096 -0.49475
H 3.80500 -3.44944 -0.80152
H 4.21371 -2.36685 0.43257
N 2.68675 -0.43543 -0.40840
C 3.58646 0.03976 0.62325
H 4.59941 -0.30412 0.39677
H 3.58403 1.13065 0.58660
C 3.14089 -0.41200 2.02843
C 1.71799 0.01241 2.26969
C 0.67070 -0.79470 1.84462
C -0.63883 -0.36344 1.95399
C -0.91478 0.88163 2.49085
C 0.12130 1.68226 2.94024
C 1.43055 1.24982 2.82987
H 2.23923 1.88350 3.16451
H -0.08984 2.65246 3.36326
H -1.93500 1.22613 2.55408
H -1.43975 -0.99822 1.61144
H 0.87495 -1.76844 1.41827
H 3.21827 -1.49791 2.12461
H 3.80914 0.04583 2.75868
H 1.93740 -3.18978 -2.18203
H 0.57835 1.72301 -3.18641
H 1.61143 3.15195 -3.05139
H -0.11541 3.33691 -3.38645
*
```

=====

5.
Here is a structure of composition C22H24N6Os at a distorted geometry from the OMol25 dataset. Energies are from ωB97M-V/def2-TZVPD.

- HOMO (spin up / spin down): -21.31 / -21.34 eV
- LUMO level (spin up / spin down): -12.851 / -17.103 eV
- ΔE to the lowest compared entry with this formula, charge and spin: 4.9 kJ/mol

ORCA input file:
```
! RIJCOSX wB97M-V def2-TZVPD def2/J DEFGRID3
* xyz 4 5
Os -0.25349 0.45430 0.23268
C -1.60061 -0.72880 -2.20907
C -0.26777 -0.62244 -2.92680
C 0.37272 0.72823 -2.76642
C 1.02661 1.30368 -3.84554
C 1.45471 2.61718 -3.79316
C 1.19007 3.36357 -2.64575
C 0.59567 2.73626 -1.58505
N 0.22305 1.42058 -1.60457
N -1.45145 -0.99187 -0.74461
C -2.79192 -0.88847 -0.07625
C -2.57671 -0.86757 1.40875
C -3.46131 -1.41162 2.31255
C -3.16837 -1.34952 3.67066
C -1.97393 -0.76368 4.08510
C -1.13173 -0.23585 3.13746
N -1.42543 -0.26663 1.81409
C -0.89880 -2.36501 -0.48751
C 0.59643 -2.39053 -0.40871
C 1.31428 -3.53219 -0.69222
C 2.68643 -3.53860 -0.47090
C 3.30181 -2.39504 0.02550
C 2.52662 -1.28450 0.26908
N 1.19469 -1.27623 0.05749
H -2.15716 0.20209 -2.31640
H -2.20803 -1.52416 -2.64349
H 0.42453 -1.41846 -2.64255
H -0.45778 -0.77423 -3.98884
H 1.15301 0.72261 -4.74973
H 1.94417 3.06950 -4.64640
H 1.42854 4.41702 -2.58887
H 0.35381 3.29748 -0.69798
H -3.27543 0.03220 -0.40841
H -3.43303 -1.71861 -0.37633
H -4.36894 -1.88697 1.96162
H -3.85554 -1.76733 4.39618
H -1.69862 -0.72611 5.13066
H -0.18138 0.19728 3.42489
H -1.28087 -2.70637 0.47571
H -1.27820 -3.05168 -1.24452
H 0.81203 -4.41279 -1.07406
H 3.26824 -4.42732 -0.68032
H 4.36553 -2.36341 0.21726
H 2.97857 -0.37677 0.64823
N 1.09002 3.66556 2.82634
C 2.24388 3.44875 2.19152
C 1.96015 2.39819 1.23417
N 0.67891 2.02776 1.34870
C 0.15499 2.81999 2.32799
H 0.93697 4.36331 3.56018
H 3.15808 4.00416 2.38892
H 2.63905 1.97282 0.50662
H -0.87705 2.80023 2.66212
*
```

=====

6.
Here is a structure of composition C22H24NO4ReS at a distorted geometry from the OMol25 dataset. Energies are from ωB97M-V/def2-TZVPD.

- HOMO (spin up / spin down): -0.45 / -4.29 eV
- LUMO level (spin up / spin down): 2.155 / 2.122 eV
- ΔE to the lowest compared entry with this formula, charge and spin: 19.7 kJ/mol

ORCA input file:
```
! RIJCOSX wB97M-V def2-TZVPD def2/J DEFGRID3
* xyz -1 4
Re -0.05548 0.17352 0.22717
C 1.83412 0.21992 1.48196
C 2.21710 -0.66065 0.41386
C 2.13912 0.05701 -0.79983
H 2.53322 -1.69406 0.53427
C 1.58181 1.35639 -0.53127
C 1.48331 1.48793 0.91020
H 1.29866 2.39714 1.47821
H 1.91720 0.02468 2.54709
H 2.54159 -0.27170 -1.75328
H 1.48465 2.16882 -1.24790
C -2.20033 0.09935 0.98227
C -1.40517 1.23424 1.40807
C -1.08513 2.00288 0.21466
H -1.19822 1.51282 2.43156
C -1.55318 1.26270 -0.92154
C -2.25621 0.09645 -0.43445
H -2.76751 -0.65293 -1.03090
H -2.71528 -0.59136 1.63966
H -0.65691 2.99592 0.19540
H -1.54800 1.62485 -1.93947
O -0.08846 -0.91781 -1.88743
C -0.19501 -0.60138 -3.33511
C 0.47262 -1.92780 -3.73379
C 0.55585 0.64319 -3.71564
C -1.64037 -0.57469 -3.77575
C 0.41456 -2.28045 -2.26575
H 1.47927 -1.80006 -4.12884
H -0.14834 -2.54754 -4.37638
H -0.35641 -3.01229 -2.00798
H 1.38105 -2.47603 -1.79320
H 0.49296 0.76569 -4.80329
H 1.60820 0.56822 -3.43449
H 0.10924 1.52866 -3.24945
H -1.68140 -0.81428 -4.84634
H -2.06936 0.42227 -3.63821
H -2.22796 -1.31616 -3.22337
O -1.63801 0.37135 5.17540
S -0.50349 -0.47928 4.92249
O 0.63704 -0.39073 5.80170
N -0.06237 -0.45128 3.34032
C -0.35024 -1.55123 2.63922
O -0.26283 -1.63030 1.34574
C -0.88403 -2.62337 3.50175
C -1.33332 -3.90722 3.19256
C -1.88365 -4.67421 4.22159
C -2.02284 -4.16473 5.52699
C -1.61111 -2.86404 5.83203
C -1.04129 -2.14127 4.79309
H -1.22446 -4.23691 2.16443
H -2.21526 -5.68894 4.01348
H -2.45246 -4.76993 6.32137
H -1.70377 -2.39330 6.81051
*
```

=====

7.
Here is a structure of composition C22H24NO9P2RhS from the OMol25 dataset. Energies are from ωB97M-V/def2-TZVPD.

- HOMO (spin up / spin down): -8.83 / -9.19 eV
- LUMO level (spin up / spin down): -0.257 / -1.631 eV
- ΔE to the lowest compared entry with this formula, charge and spin: 0.0 kJ/mol

ORCA input file:
```
! RIJCOSX wB97M-V def2-TZVPD def2/J DEFGRID3
* xyz 0 5
Rh 0.37597 -2.22632 0.24443
O -2.84200 -4.15167 -1.83181
P -1.97522 -3.26717 -0.84755
O -1.72647 -1.89343 -1.37187
O -0.66690 -3.97124 -0.46768
O -2.85959 -3.16916 0.48135
P -2.21520 -3.31984 1.97670
O -3.30211 -2.45504 2.79537
O -2.15648 -4.71668 2.39888
O -0.95394 -2.43678 1.95016
H -2.96626 -5.05041 -1.49956
H -2.85594 -1.76271 3.29624
C 3.95436 -0.71601 1.84426
C 2.43919 -0.75668 1.85479
C 1.84993 -0.85438 3.24808
O 2.03084 -1.90094 1.10626
H 4.31559 0.14340 2.41215
H 4.33775 -0.63869 0.82669
H 4.35611 -1.62298 2.29689
H 2.03716 0.13464 1.35692
H 2.27957 -1.69965 3.78713
H 0.77006 -0.99285 3.20258
H 2.06482 0.05964 3.80644
N 1.31086 -2.04611 -1.82356
C 2.00815 -1.39924 -2.46600
C 2.88353 -0.58087 -3.26616
C 2.32635 0.37702 -4.10831
C 3.16973 1.17492 -4.86384
C 4.54566 1.01082 -4.77170
C 5.09169 0.05197 -3.92880
C 4.26002 -0.75357 -3.16794
H 1.25197 0.48491 -4.16666
H 2.75319 1.92194 -5.52514
H 5.19962 1.63586 -5.36542
H 6.16383 -0.06991 -3.86470
H 4.66549 -1.50491 -2.50480
O -0.21367 -0.12885 0.45279
S -1.72145 0.08398 0.54347
C -1.93199 1.08534 1.98905
C -3.15597 1.00414 2.63446
C -3.35995 1.76333 3.78026
C -2.34114 2.56807 4.26781
C -1.11350 2.62229 3.61719
C -0.90053 1.87964 2.46787
C -2.04995 1.29253 -0.71640
C -1.00435 1.86274 -1.41980
C -1.29972 2.78753 -2.41295
C -2.61698 3.12129 -2.68879
C -3.65376 2.52715 -1.98003
C -3.37353 1.59935 -0.98982
H -3.92933 0.34253 2.26332
H -4.30821 1.70982 4.29763
H -2.50060 3.14880 5.16651
H -0.32038 3.24378 4.01149
H 0.05250 1.89652 1.95579
H 0.01301 1.57587 -1.19287
H -0.49478 3.24698 -2.97205
H -2.83996 3.84028 -3.46581
H -4.68196 2.77499 -2.20532
H -4.17511 1.11401 -0.44758
*
```

=====

8.
Here is a structure of composition C22H25BCl4OZr at a distorted geometry from the OMol25 dataset. Energies are from ωB97M-V/def2-TZVPD.

- HOMO: -8.29 eV
- LUMO level: -2.064 eV

ORCA input file:
```
! RIJCOSX wB97M-V def2-TZVPD def2/J DEFGRID3
* xyz 0 1
Cl 2.94399 2.85276 4.56792
B 2.17675 1.17484 4.44831
Cl 2.85566 0.20807 2.97790
Cl 2.39623 0.15625 6.01416
O 0.71882 1.37381 4.26092
C -0.14185 0.42913 4.19395
C -1.52225 0.69040 4.46270
C -2.41522 -0.40023 4.57484
C -3.76759 -0.17140 4.74400
C -4.23819 1.15446 4.81005
Cl -5.92464 1.43753 4.89229
C -3.35135 2.24740 4.74281
C -1.99097 2.01996 4.58097
H 0.19142 -0.59788 4.00350
H -1.99941 -1.40588 4.52922
H -4.46683 -0.99968 4.82286
H -3.74476 3.26026 4.81513
H -1.28755 2.84920 4.54298
C 3.31281 -1.77301 -3.15190
C 1.96591 -1.17545 -3.55142
C 1.78635 -1.23305 -5.06737
C 0.82227 -1.86347 -2.82760
C -0.55221 -1.84656 -3.25022
C -1.35104 -2.32784 -2.17055
C -0.49404 -2.59396 -1.05594
C 0.85752 -2.30905 -1.45165
Zr -0.04884 -0.04206 -1.39373
C -0.11327 0.18567 0.89693
C -1.96441 0.77508 -2.08227
C 0.79901 2.27915 -2.58155
C 1.62813 1.95634 -1.45879
C 2.26276 0.69238 -1.72017
C 1.80984 0.23783 -3.01792
C 0.88173 1.21208 -3.52679
H 3.47610 -1.74786 -2.07080
H 3.35410 -2.81405 -3.49162
H 4.11149 -1.20610 -3.64335
H 0.83007 -0.81614 -5.39549
H 2.59668 -0.67254 -5.54476
H 1.84290 -2.27775 -5.39338
H -0.89303 -1.55060 -4.24471
H -2.42771 -2.50403 -2.22127
H -0.78649 -3.03225 -0.09846
H 1.76264 -2.47562 -0.86445
H -0.41720 1.20033 1.21118
H -0.84128 -0.50490 1.34760
H 0.84921 0.00055 1.39254
H -2.12426 1.79025 -1.68532
H -2.01473 0.85288 -3.17706
H -2.82431 0.16353 -1.76965
H 0.23896 3.20336 -2.73275
H 1.83524 2.58926 -0.59407
H 3.01915 0.20287 -1.10570
H 0.37768 1.14572 -4.49204
*
```